{"formula": "C22H31BrCl2N3O3Ti", "method": "ωB97M-V with the def2-TZVPD basis set", "elements": ["O", "C", "C", "C", "H", "C", "H", "C", "H", "C", "H", "C", "H", "H", "C", "C", "H", "H", "H", "C", "C", "H", "H", "H", "H", "Ti", "Cl", "Cl", "C", "O", "N", "C", "C", "H", "H", "H", "H", "H", "H", "H", "H", "H", "C", "C", "N", "H", "C", "O", "H", "H", "H", "H", "Br", "C", "C", "C", "C", "N", "C", "H", "H", "H", "H"], "coordinates": [[-1.60910, -2.29555, -2.01045], [-0.51664, -2.82122, -2.17896], [0.01693, -3.85721, -1.32933], [-0.32901, -4.14501, 0.02138], [-0.62226, -3.35138, 0.71499], [-0.35087, -5.48098, 0.46645], [-0.76330, -5.75327, 1.46834], [0.10960, -6.49368, -0.41255], [0.04524, -7.54743, -0.12482], [0.66291, -6.17617, -1.67614], [1.04153, -6.95798, -2.36561], [0.67044, -4.84516, -2.07599], [1.07003, -4.55338, -3.04999], [0.31215, -2.41795, -2.87565], [2.08526, -0.53779, -2.67707], [1.89026, -0.88595, -1.25128], [3.03719, -0.94580, -3.05436], [2.14406, 0.58138, -2.67580], [1.29148, -0.72819, -3.42072], [2.60894, -1.87978, -0.61398], [4.08937, -1.98581, -0.80219], [2.16602, -2.62583, 0.05497], [4.24774, -2.97256, -1.19940], [4.57721, -1.82384, 0.17354], [4.36358, -1.21742, -1.52158], [1.51399, 0.43469, -0.04087], [0.65204, -1.26171, 1.29638], [3.55714, 1.21242, 0.34865], [0.91364, 1.85580, 2.20379], [0.51088, 1.78924, 0.98045], [0.93889, 3.00346, 2.83169], [0.33898, 4.21954, 2.29776], [1.75240, 3.15250, 4.01304], [1.24152, 0.94915, 2.72951], [-0.25944, 4.02760, 1.41876], [1.13856, 4.94915, 2.07280], [-0.28177, 4.65070, 3.09878], [2.13902, 2.17791, 4.32025], [1.15107, 3.59004, 4.81580], [2.59646, 3.83092, 3.81636], [-0.40921, 4.01679, -3.40772], [-2.48163, 2.70124, -4.59108], [0.08475, 3.05239, -3.61352], [-1.83805, 1.81056, -4.51591], [-0.84547, 1.93784, -3.45883], [0.92944, 2.92983, -2.93990], [-0.77088, 1.05223, -2.45702], [0.18302, 1.00390, -1.60269], [-2.47891, 0.94130, -4.34097], [-1.60510, 0.33587, -2.39294], [0.43431, 3.08515, -4.65906], [-1.34463, 1.69544, -5.49568], [-4.74934, 3.46283, 0.16039], [-3.98233, 1.72892, 0.29716], [-4.78398, 0.59649, 0.47920], [-4.17560, -0.65992, 0.56378], [-2.77661, -0.72086, 0.42555], [-2.03903, 0.35198, 0.22295], [-2.57791, 1.56129, 0.18274], [-5.85824, 0.71710, 0.55464], [-4.72524, -1.58617, 0.70836], [-2.25738, -1.67346, 0.48004], [-1.92067, 2.41811, 0.04177]], "mulliken_charge": [-0.562, 0.227, 0.986, 0.018, 0.254, -0.975, 0.355, -0.230, 0.352, -0.734, 0.352, -0.446, 0.382, -0.075, -1.425, 0.926, 0.383, 0.342, 0.222, -0.338, -1.724, 0.622, 0.423, 0.308, 0.381, -0.003, -0.554, -0.647, 0.169, -0.442, 0.270, -0.868, -0.876, 0.311, 0.178, 0.319, 0.352, 0.287, 0.319, 0.304, 0.323, 0.334, -0.955, -0.962, 0.310, 0.242, -0.247, 0.487, 0.304, 0.347, 0.343, 0.327, -0.214, -0.452, -0.141, -0.986, 0.390, 0.204, -0.179, 0.432, 0.442, -0.064, 0.570], "s2": 0.76, "orbital_gap_ev": [6.305, 6.801], "lumo_energy_ev": [0.3453, 0.3438], "multiplicity": 2, "homo_energy_ev": [-6.0, -6.5], "relative_energy_kj_mol": 41.7, "energy_ha": -5590.7301}

***

{"formula": "C22H31CaI2N2", "method": "ωB97M-V with the def2-TZVPD basis set", "elements": ["Ca", "C", "C", "C", "C", "C", "C", "C", "C", "C", "C", "C", "C", "N", "C", "C", "C", "C", "C", "N", "C", "C", "C", "C", "H", "H", "H", "H", "H", "H", "H", "H", "H", "H", "H", "H", "H", "H", "H", "H", "H", "H", "H", "H", "H", "H", "H", "H", "H", "H", "H", "H", "H", "I", "C", "I", "H", "H"], "coordinates": [[1.05445, -1.00490, -0.41702], [-1.66454, 0.72581, -4.00956], [-0.50238, 0.81675, -3.02177], [0.83833, 0.71860, -3.75302], [-0.55886, 2.07675, -2.17556], [-0.65028, 3.31094, -2.80470], [-0.69539, 4.48151, -2.06747], [-0.62077, 4.42374, -0.68923], [-0.51122, 3.21174, -0.01133], [-0.34641, 3.23162, 1.49735], [-1.61042, 3.74354, 2.19145], [0.86890, 4.06635, 1.90605], [-0.50982, 2.03336, -0.77191], [-0.39098, 0.75625, -0.15342], [-1.30093, 0.38688, 0.70871], [-1.26173, -0.82335, 1.42430], [-2.14377, -1.28512, 2.40863], [-1.62695, -2.49092, 2.86583], [-0.43440, -2.71137, 2.15950], [-0.21496, -1.72583, 1.27878], [0.54056, -3.85361, 2.31212], [-0.16016, -5.17546, 1.97213], [1.73967, -3.66807, 1.38059], [1.04059, -3.89711, 3.76227], [-1.63166, -0.21958, -4.55408], [-1.62234, 1.52958, -4.74474], [-2.62189, 0.79496, -3.49418], [-0.60384, -0.04771, -2.35242], [0.99279, 1.58475, -4.39711], [0.87406, -0.17461, -4.38253], [1.68536, 0.69990, -3.05615], [-0.69756, 3.35848, -3.88565], [-0.77896, 5.43669, -2.56775], [-0.63527, 5.34430, -0.11962], [-0.16362, 2.21436, 1.84729], [-1.82725, 4.77168, 1.89812], [-1.48746, 3.72502, 3.27471], [-2.48384, 3.14184, 1.93609], [0.74372, 5.11664, 1.64103], [1.77865, 3.70910, 1.42059], [1.01427, 4.01541, 2.98575], [-2.15138, 1.04245, 0.90338], [-3.04307, -0.79118, 2.74116], [-2.04235, -3.12788, 3.62905], [-0.51127, -5.18050, 0.93827], [-1.02470, -5.33119, 2.61662], [0.52127, -6.01705, 2.10967], [1.43219, -3.66618, 0.32684], [2.44279, -4.49391, 1.49602], [2.28922, -2.74914, 1.61899], [0.21161, -4.04503, 4.45350], [1.53919, -2.96483, 4.03316], [1.74541, -4.71936, 3.89898], [1.26006, -2.97684, -2.99262], [3.12338, -2.06585, -3.44626], [4.02898, -1.11253, -1.77092], [2.96149, -1.31316, -4.20890], [3.80350, -2.83670, -3.78902]], "mulliken_charge": [1.086, -1.766, 0.720, -0.927, 1.340, -0.396, -1.729, -0.414, 0.972, 0.443, -1.491, -1.532, -0.836, -0.028, -0.358, 0.399, -1.635, -0.661, -0.267, -0.385, 2.315, -1.689, -1.373, -1.660, 0.450, 0.328, 0.405, 0.125, 0.270, 0.340, 0.219, 0.368, 0.385, 0.377, 0.365, 0.328, 0.437, 0.322, 0.311, 0.356, 0.435, 0.487, 0.479, 0.556, 0.379, 0.362, 0.447, 0.002, 0.487, 0.178, 0.368, 0.386, 0.437, 0.144, -0.792, 0.256, 0.407, 0.467], "orbital_gap_ev": 6.128, "lumo_energy_ev": -4.1206, "multiplicity": 1, "homo_energy_ev": -10.2, "relative_energy_kj_mol": 0.0, "energy_ha": -2239.2949, "total_charge": 1}

***

{"formula": "C22H31Cl10F3O15", "method": "ωB97M-V with the def2-TZVPD basis set", "elements": ["O", "C", "O", "C", "C", "F", "O", "H", "H", "H", "O", "C", "O", "C", "C", "F", "O", "H", "H", "H", "O", "C", "O", "C", "C", "F", "O", "H", "H", "H", "C", "C", "C", "O", "C", "O", "O", "H", "H", "H", "H", "H", "H", "C", "C", "C", "O", "C", "O", "O", "H", "H", "H", "H", "H", "H", "Cl", "C", "Cl", "H", "H", "Cl", "C", "Cl", "H", "H", "Cl", "C", "Cl", "H", "H", "Cl", "C", "Cl", "H", "H", "Cl", "C", "Cl", "H", "H"], "coordinates": [[-3.30724, -3.60004, -3.38130], [-4.52719, -3.34793, -3.37841], [-5.17951, -2.27016, -2.85269], [-6.52912, -2.22600, -3.12828], [-6.66277, -3.29573, -4.19795], [-6.65496, -2.70190, -5.40923], [-5.44771, -4.07827, -4.05732], [-7.09409, -2.59348, -2.27162], [-6.98902, -1.28733, -3.43728], [-7.50998, -3.97907, -4.25635], [2.13142, 3.61625, 4.04543], [3.28645, 3.81312, 3.59774], [3.57394, 4.68562, 2.69735], [4.82261, 4.38036, 2.07799], [5.46806, 3.79833, 3.21439], [5.93207, 4.79145, 3.99314], [4.38745, 3.10010, 3.86446], [4.75143, 3.69200, 1.23585], [5.25589, 5.30628, 1.69976], [6.32351, 3.16588, 2.97716], [-6.89527, 1.56627, 0.89643], [-7.33255, 2.39587, 0.10415], [-8.14330, 3.39857, 0.50210], [-8.97315, 3.74787, -0.55951], [-8.06416, 3.39647, -1.73039], [-7.44759, 4.59265, -1.97041], [-7.16399, 2.38810, -1.25264], [-9.85424, 3.12077, -0.69561], [-9.21324, 4.80248, -0.69469], [-8.68550, 3.14982, -2.59132], [-1.56429, 0.99456, -1.25147], [-0.39810, 0.06118, -1.08509], [0.83420, 0.69267, -0.43874], [1.22266, -0.37252, 0.43855], [0.23289, -1.31476, 0.54665], [0.28227, -2.27910, 1.23952], [-0.77012, -0.95156, -0.18411], [-1.76330, 1.48141, -2.20618], [-1.53991, 1.89109, -0.63198], [-2.52165, 0.51162, -1.05566], [-0.15066, -0.36261, -2.05837], [0.58002, 1.57362, 0.15070], [1.47682, 0.99587, -1.26530], [6.31424, -3.28114, 1.60236], [6.47395, -4.69217, 2.17412], [7.78137, -4.84627, 3.02985], [7.29995, -5.43610, 4.24131], [5.97159, -5.55327, 4.15356], [5.36704, -5.98333, 5.14607], [5.42467, -5.08560, 3.05254], [6.99517, -3.06416, 0.77934], [6.56467, -2.52329, 2.34468], [5.37835, -2.97001, 1.13822], [6.54560, -5.48754, 1.43227], [8.36374, -3.95225, 3.25274], [8.43629, -5.49641, 2.44977], [-2.00058, 0.49735, -6.88127], [-0.94670, -0.83823, -7.62914], [0.58246, -0.95190, -6.67726], [-1.35026, -1.84742, -7.54684], [-0.75780, -0.64019, -8.68423], [-4.11412, 7.08360, 0.41573], [-2.58513, 6.59707, -0.36055], [-1.16868, 6.59060, 0.79003], [-2.78794, 5.61650, -0.79118], [-2.31582, 7.26064, -1.18228], [-5.45021, -4.80887, 1.75748], [-4.47589, -3.50337, 2.43162], [-5.27285, -2.70495, 3.83673], [-3.46809, -3.83656, 2.67945], [-4.28869, -2.78006, 1.63797], [4.25209, -1.28373, 6.27346], [2.65534, -1.48636, 5.51169], [1.40977, -1.70852, 6.75229], [2.29220, -0.65944, 4.90142], [2.60974, -2.42266, 4.95548], [6.46121, 1.37646, -2.11687], [8.02351, 1.43720, -2.96520], [9.05373, 2.90283, -2.47127], [8.59300, 0.57404, -2.62060], [7.95400, 1.45779, -4.05278]], "mulliken_charge": [-0.550, 0.652, -0.268, -0.310, 0.265, -0.278, -0.332, 0.277, 0.271, 0.271, -0.597, 0.693, -0.314, -0.433, 0.287, -0.280, -0.279, 0.285, 0.290, 0.344, -0.531, 0.578, -0.301, -0.433, 0.252, -0.280, -0.233, 0.309, 0.313, 0.325, -1.437, 0.578, -0.496, -0.288, 0.567, -0.562, -0.318, 0.371, 0.329, 0.333, 0.278, 0.340, 0.300, -1.406, 0.502, -0.462, -0.310, 0.677, -0.597, -0.321, 0.374, 0.334, 0.345, 0.282, 0.302, 0.282, -0.156, -0.258, -0.146, 0.265, 0.297, -0.145, -0.184, -0.146, 0.205, 0.273, -0.157, -0.121, -0.156, 0.271, 0.165, -0.160, -0.128, -0.169, 0.243, 0.214, -0.113, -0.248, -0.168, 0.245, 0.287], "orbital_gap_ev": 10.234, "lumo_energy_ev": -0.0992, "multiplicity": 1, "homo_energy_ev": -10.3, "energy_ha": -6886.9489}

***

Taking the records one at a time from the top gives maximum force values of 5.6; 0.3; 6.0 eV/Å.